--- i ---
Density functional theory data (ωB97M-V/def2-TZVPD) for the ion C4H8NOS with charge +1.

Cartesian coordinates (Å):
1 C 2.064 -0.541 0.053
2 C 0.566 -1.026 -0.247
3 C 0.337 1.276 0.341
4 C -1.717 0.006 0.155
5 N -0.374 0.188 -0.408
6 O 2.946 -1.295 0.414
7 S 2.103 1.183 -0.166
8 H 0.500 -1.675 -1.113
9 H 0.039 -1.486 0.576
10 H 0.098 2.258 0.017
11 H 0.067 1.170 1.436
12 H -1.767 -0.277 1.143
13 H -2.318 0.909 -0.200
14 H -2.117 -0.878 -0.510
15 H -0.427 0.189 -1.489

Calculated values
Total charge: +1
Gap between HOMO and LUMO: 0.38923 Ha
E_HOMO: -14.57 eV
SMILES: C[N@H+]1CSC(=O)C1

Here are the Mulliken charges for atoms 1 to 4, given in e: atom 1 (C): 0.456, atom 2 (C): -0.510, atom 3 (C): -0.464, atom 4 (C): -1.025

--- ii ---
Density functional theory data (ωB97M-V/def2-TZVPD) for a structure of composition C4H8NOS.

Cartesian coordinates (Å):
1 C -0.731 -1.733 -1.143
2 C -0.358 -0.125 -1.004
3 C -0.808 0.709 1.213
4 C 0.137 0.752 0.023
5 N 1.552 0.164 0.531
6 O -0.424 0.063 -2.400
7 S -1.008 -1.425 -2.817
8 H -1.308 -2.487 -0.488
9 H -1.894 1.007 1.151
10 H -0.905 -0.237 1.658
11 H -0.386 1.372 2.056
12 H 0.369 1.665 -0.426
13 H 1.748 -0.804 0.200
14 H 1.747 0.522 1.574
15 H 2.269 0.557 -0.127

Calculated values
Total charge: +1
Gap between HOMO and LUMO (spin up / spin down): 0.30218 / 0.30226 Ha
E_HOMO (spin up / spin down): -12.24 / -12.24 eV

Here are the Mulliken charges for atoms 1 to 4, given in e: atom 1 (C): -0.304, atom 2 (C): -0.014, atom 3 (C): -1.269, atom 4 (C): 0.312

--- iii ---
Density functional theory data (ωB97M-V/def2-TZVPD) for a structure of composition C4H8NOS.

Cartesian coordinates (Å):
1 C -2.537 -1.182 -0.094
2 C -1.549 -0.332 0.209
3 C 0.881 -0.856 0.074
4 C -0.195 0.128 0.501
5 N -0.075 1.442 -0.248
6 O -2.685 1.045 0.286
7 S -3.866 -0.093 -0.101
8 H -2.526 -2.236 -0.285
9 H 0.801 -1.105 -0.981
10 H 1.867 -0.443 0.270
11 H 0.784 -1.775 0.644
12 H -0.087 0.377 1.565
13 H -0.978 1.934 -0.069
14 H -0.006 1.267 -1.261
15 H 0.727 2.004 0.061

Calculated values
Total charge: +1
Gap between HOMO and LUMO: 0.32175 Ha
E_HOMO: -12.66 eV

Here are the Mulliken charges for atoms 1 to 4, given in e: atom 1 (C): -0.270, atom 2 (C): -0.068, atom 3 (C): -1.398, atom 4 (C): 0.523

Which structure is most stable? i, by 132.1 kJ/mol over the runner-up.

--- i ---
Density functional theory data (ωB97M-V/def2-TZVPD) for a structure of composition C7H17N2S.

Cartesian coordinates (Å):
1 C -3.917 0.468 0.250
2 C -3.150 -0.446 -0.314
3 C -1.621 -0.440 -2.301
4 C 1.539 0.816 -0.688
5 C 3.409 -0.526 1.291
6 C -1.773 -0.160 -0.814
7 C 1.099 0.225 0.612
8 N 0.821 1.100 1.632
9 N 1.988 -0.885 1.092
10 S -0.606 -1.200 0.152
11 H -4.910 0.240 0.590
12 H -3.585 1.487 0.378
13 H -3.498 -1.463 -0.443
14 H -2.296 0.210 -2.858
15 H -1.880 -1.473 -2.521
16 H -0.602 -0.257 -2.637
17 H 2.400 1.469 -0.549
18 H 1.785 0.036 -1.401
19 H 0.736 1.417 -1.109
20 H 3.473 0.381 1.890
21 H 3.928 -1.332 1.807
22 H 3.888 -0.357 0.329
23 H -1.500 0.872 -0.574
24 H 0.420 1.981 1.345
25 H 0.363 0.722 2.451
26 H 1.589 -1.230 1.972
27 H 1.898 -1.655 0.416

Calculated values
Total charge: +1
Gap between HOMO and LUMO: 0.32456 Ha
E_HOMO: -12.25 eV

Here are the Mulliken charges for atoms 1 to 4, given in e: atom 1 (C): -0.824, atom 2 (C): -0.239, atom 3 (C): -1.354, atom 4 (C): -1.575

--- ii ---
Density functional theory data (ωB97M-V/def2-TZVPD) for a cluster of 2 separate species, C7H17N2S in total.

Cartesian coordinates (Å):
1 C 0.677 -0.753 -0.483
2 C -0.123 -0.092 -2.607
3 C 2.287 -0.233 -2.302
4 C 2.760 -0.217 0.787
5 C 0.992 -1.581 1.713
6 C -4.302 2.277 1.590
7 C -2.325 0.523 0.995
8 N 0.970 -0.364 -1.696
9 N 1.464 -0.840 0.561
10 S -2.653 2.141 0.855
11 H -0.035 0.924 -2.996
12 H -0.100 -0.787 -3.449
13 H -1.071 -0.198 -2.086
14 H 2.644 0.798 -2.242
15 H 3.000 -0.899 -1.822
16 H 2.217 -0.506 -3.354
17 H 3.004 0.491 0.004
18 H 3.542 -0.975 0.854
19 H 2.727 0.320 1.736
20 H 1.687 -2.394 1.937
21 H 0.010 -2.002 1.506
22 H 0.936 -0.932 2.592
23 H -4.240 2.075 2.655
24 H -4.974 1.575 1.106
25 H -4.647 3.294 1.428
26 H -3.021 -0.166 1.436
27 H -1.390 0.156 0.605

Calculated values
Total charge: +1
Gap between HOMO and LUMO (spin up / spin down): 0.14665 / 0.15632 Ha
E_HOMO (spin up / spin down): -10.16 / -10.30 eV

Here are the Mulliken charges for atoms 1 to 4, given in e: atom 1 (C): -0.263, atom 2 (C): -0.953, atom 3 (C): -1.179, atom 4 (C): -1.040

Which structure is most stable? i, by 255.7 kJ/mol over the runner-up.

--- i ---
Density functional theory data (ωB97M-V/def2-TZVPD) for the molecule C3H6N2O2S.

Cartesian coordinates (Å):
1 C -0.999 0.582 0.269
2 C -0.970 -0.451 -0.984
3 C 0.283 0.665 0.892
4 N 0.804 -2.078 0.293
5 N 1.420 0.968 0.107
6 O 2.472 1.120 0.786
7 O 1.374 1.160 -1.141
8 S -0.612 -2.026 -0.259
9 H -1.591 1.492 -0.012
10 H -1.602 0.141 1.024
11 H -2.031 -0.510 -1.242
12 H -0.413 -0.168 -1.877
13 H 0.538 0.290 1.908
14 H 1.326 -1.186 0.236

Calculated values
Gap between HOMO and LUMO (spin up / spin down): 0.32851 / 0.21866 Ha
E_HOMO (spin up / spin down): -9.61 / -8.20 eV

Here are the Mulliken charges for atoms 1 to 4, given in e: atom 1 (C): -0.426, atom 2 (C): -0.679, atom 3 (C): -0.598, atom 4 (N): -0.481

--- ii ---
Density functional theory data (ωB97M-V/def2-TZVPD) for the molecule C3H6N2O2S.

Cartesian coordinates (Å):
1 C 0.467 -0.625 -0.847
2 C 1.580 -0.256 0.265
3 C -1.819 -0.749 0.249
4 H -0.429 1.837 -1.072
5 H -0.655 1.745 0.727
6 H 0.915 -0.060 -1.791
7 H 0.395 -1.735 -0.940
8 H 1.663 0.720 2.056
9 H -2.769 -0.113 0.365
10 N -1.019 1.382 -0.283
11 N -0.819 -0.046 -0.516
12 O 0.991 0.465 1.294
13 O -1.649 -1.935 0.554
14 S 3.148 -0.631 -0.062

Calculated values
Gap between HOMO and LUMO: 0.32931 Ha
E_HOMO: -9.00 eV
SMILES: NN(C=O)CC(O)=S

Here are the Mulliken charges for atoms 1 to 4, given in e: atom 1 (C): -0.649, atom 2 (C): 0.343, atom 3 (C): 0.165, atom 4 (H): 0.280

--- iii ---
Density functional theory data (ωB97M-V/def2-TZVPD) for the molecule C3H6N2O2S.

Cartesian coordinates (Å):
1 C 1.319 -0.749 -1.903
2 C 0.875 -0.385 -0.546
3 C -0.785 -0.394 1.050
4 H 1.682 -1.784 -2.001
5 H 0.419 -0.622 -2.571
6 H 2.062 -0.034 -2.194
7 H -0.860 -0.913 2.905
8 H -1.805 0.980 2.039
9 H -0.491 2.833 0.163
10 N -0.655 -1.261 1.953
11 N -1.368 0.815 1.146
12 O 1.512 0.315 0.197
13 O -0.355 -0.811 -0.235
14 S -1.550 2.010 -0.004

Calculated values
Gap between HOMO and LUMO: 0.38238 Ha
E_HOMO: -9.82 eV
SMILES: [H]/N=C(\NS)OC(C)=O

Here are the Mulliken charges for atoms 1 to 4, given in e: atom 1 (C): -1.003, atom 2 (C): 0.727, atom 3 (C): 0.862, atom 4 (H): 0.272

Which structure is most stable? iii, by 184.7 kJ/mol over the runner-up.